1.
C10H17F3NO5 | ωB97M-V with the def2-TZVPD basis set

Each line ends with the Löwdin charge.
Geometry (Å):
C 3.0377 2.1141 -0.9006  -0.070
C 1.7213 2.8431 -0.6126  -0.193
C 0.7045 1.9475 0.0543  -0.156
O -0.1352 1.3783 -0.9848  -0.033
N -0.6818 0.1230 -0.6412  -0.036
C -0.7701 -0.6530 -1.9412  0.063
C 0.1650 -1.8476 -1.9363  -0.416
O 1.1493 -1.8608 -2.6300  0.208
O -0.1964 -2.8958 -1.1269  0.130
C 0.3538 -2.9094 0.1589  -0.450
C 1.6852 -2.2440 0.4093  0.045
O -0.2374 -3.4927 1.0356  0.157
C -2.0208 0.3140 -0.0125  0.015
C -1.9893 0.4007 1.5387  -0.223
O -0.7453 0.1983 2.1228  0.045
C -2.9396 -0.6667 2.0836  -0.616
F -2.9303 -0.6849 3.4017  0.206
F -2.5115 -1.8696 1.6453  0.149
F -4.1783 -0.4853 1.6483  0.189
H 3.4602 2.4194 -1.8412  0.077
H 2.8862 1.0421 -0.9281  0.060
H 3.7760 2.3401 -0.1500  0.079
H 1.3197 3.2865 -1.5108  0.119
H 1.9283 3.6350 0.0889  0.117
H 0.0823 2.5476 0.6987  0.128
H 1.2313 1.1880 0.6147  0.121
H -0.0329 -0.3901 -0.0375  0.143
H -1.7874 -0.9510 -2.1421  0.151
H -0.4511 -0.0110 -2.7366  0.151
H 1.6340 -1.8258 1.4018  0.097
H 1.9574 -1.4513 -0.2785  0.072
H 2.4627 -2.9897 0.4116  0.118
H -2.3846 1.2433 -0.4104  0.156
H -2.7266 -0.4390 -0.3138  0.135
H -2.3944 1.3465 1.8521  0.171
H -0.4418 -0.6998 1.9686  0.092

Calculated values
SMILES = CCCO[N@H+](CC(=O)OC(C)=O)C[C@H](O)C(F)(F)F
orbital gap = 11.019 eV
charge = +1

2.
C28H40F6O2PtSbSe | ωB97M-V with the def2-TZVPD basis set

Each line ends with the Löwdin spin population.
Geometry (Å):
Pt -2.0100 -2.1115 -2.0648  1.384
C 3.2486 3.6229 -3.2090  0.013
C 3.1626 2.6988 -1.9836  0.023
C 4.3914 1.7841 -1.9883  0.000
C 3.1983 3.5458 -0.7024  0.013
C 1.8562 1.9273 -2.0388  0.192
C 1.8033 0.5343 -2.0774  0.031
C 0.5919 -0.1208 -2.1629  0.149
Se 0.5337 -2.0766 -2.0748  0.138
C 0.5810 -2.1504 -0.1216  0.033
C 1.7843 -1.9953 0.5263  0.005
C 1.8323 -1.9534 1.9199  0.018
C 0.6142 -1.9751 2.6001  -0.001
C -0.6171 -2.1353 1.9929  0.020
C -0.6500 -2.3449 0.5758  0.011
O -1.7085 -2.7258 -0.0290  0.221
C -1.8674 -2.0985 2.8583  0.002
C -3.1835 -2.1412 2.0831  0.001
C -1.8275 -3.3050 3.8124  0.001
C -1.8641 -0.7929 3.6727  0.001
C 3.1318 -1.8755 2.6985  0.002
C 3.2275 -3.0919 3.6334  0.001
C 3.1428 -0.5879 3.5354  0.001
C 4.3637 -1.8727 1.7878  0.000
C -0.6395 0.5772 -2.2610  0.125
O -1.7620 -0.0166 -2.4297  0.412
C -0.5873 2.0088 -2.1636  0.131
C 0.6410 2.6202 -2.0530  -0.011
C -1.8948 2.7729 -2.1326  0.014
C -2.6662 2.3134 -0.8840  0.011
C -1.6928 4.2888 -2.0314  -0.001
C -2.7117 2.4982 -3.4032  0.009
H 4.1900 4.1675 -3.1933  0.002
H 3.2011 3.0441 -4.1285  0.000
H 2.4387 4.3460 -3.2215  0.000
H 5.2925 2.3926 -1.9543  0.000
H 4.4024 1.1288 -1.1203  0.000
H 4.4342 1.1807 -2.8919  0.000
H 4.1466 4.0751 -0.6412  0.002
H 2.3966 4.2778 -0.6859  0.000
H 3.0949 2.9120 0.1756  0.000
H 2.7045 -0.0563 -2.0345  0.000
H 2.6820 -1.9073 -0.0673  0.002
H 0.6322 -1.8659 3.6717  0.000
H -3.3093 -3.0809 1.5550  0.000
H -4.0141 -2.0326 2.7780  0.000
H -3.2472 -1.3290 1.3620  0.000
H -1.7894 -4.2338 3.2471  0.000
H -0.9590 -3.2667 4.4647  0.000
H -2.7211 -3.3026 4.4313  0.000
H -1.8628 0.0687 3.0077  0.000
H -2.7601 -0.7589 4.2868  0.000
H -1.0049 -0.7167 4.3323  0.000
H 2.4123 -3.1097 4.3510  0.000
H 3.1973 -4.0181 3.0640  0.000
H 4.1646 -3.0579 4.1846  0.000
H 2.3379 -0.5816 4.2645  0.000
H 4.0875 -0.5047 4.0675  0.000
H 3.0236 0.2826 2.8943  0.000
H 4.4191 -2.7822 1.1937  0.000
H 4.3642 -1.0108 1.1240  0.000
H 5.2630 -1.8205 2.3981  0.000
H 0.6666 3.6946 -1.9808  -0.003
H -2.0720 2.5041 0.0089  0.001
H -3.6000 2.8627 -0.8102  0.001
H -2.8941 1.2522 -0.9277  0.000
H -1.1756 4.5657 -1.1149  0.000
H -1.1463 4.6757 -2.8892  0.000
H -2.6707 4.7642 -2.0174  0.000
H -3.0138 1.4578 -3.4675  0.000
H -3.6064 3.1155 -3.3894  0.001
H -2.1277 2.7460 -4.2878  0.000
F -4.1118 -2.6657 -2.6929  0.046
Sb -6.0977 -2.2545 -2.2559  0.000
F -6.4126 -3.0957 -3.9272  0.000
F -6.0572 -3.9083 -1.3134  0.000
F -7.9549 -2.0094 -1.9919  0.000
F -5.5576 -1.3923 -0.6314  0.000
F -5.8047 -0.5709 -3.1085  0.000

Calculated values
⟨S²⟩ = 3.7890
orbital gap (spin up / spin down) = 7.839 / 4.400 eV
charge = 0
2S+1 = 4

3.
C38H34CaN5OS3 | ωB97M-V with the def2-TZVPD basis set

Each line ends with the Löwdin spin population.
Geometry (Å):
Ca 0.3496 0.4120 0.4188  0.004
C -1.0290 3.0797 -3.1068  0.001
C -0.7799 1.5866 -2.9028  0.002
C -2.0484 0.7758 -2.9314  0.000
C -2.6611 0.5304 -4.1533  0.000
C -3.8132 -0.2348 -4.2485  0.000
C -4.3429 -0.7918 -3.0994  0.000
C -3.7691 -0.5701 -1.8488  0.000
C -4.3391 -1.3305 -0.6710  0.000
C -5.7022 -0.8224 -0.2019  0.000
C -2.6376 0.2649 -1.7584  0.000
N -2.0200 0.4985 -0.5147  0.000
C -2.7450 0.9439 0.4565  0.000
C -2.3383 1.0318 1.8226  0.000
C -3.1503 1.4415 2.8912  0.000
C -2.3741 1.2957 4.0418  0.000
C -1.1360 0.8053 3.6006  0.000
N -1.1045 0.6342 2.2764  0.001
H -0.0941 3.6370 -3.0321  0.000
H -1.6844 3.4619 -2.3232  0.000
H -1.4926 3.2791 -4.0780  0.000
H -0.2749 1.4699 -1.9472  0.002
H -0.1043 1.2086 -3.6765  0.000
H -2.2050 0.9414 -5.0489  0.000
H -4.2716 -0.4227 -5.2129  0.000
H -5.2072 -1.4467 -3.1623  0.000
H -3.6312 -1.3346 0.1581  0.000
H -4.4426 -2.3754 -0.9789  0.000
H -5.6326 0.1856 0.2090  0.000
H -6.1111 -1.4708 0.5761  0.000
H -6.4163 -0.7908 -1.0290  0.000
H -3.7673 1.2858 0.2575  0.000
H -4.1707 1.7913 2.8157  0.000
H -2.6564 1.5144 5.0611  0.000
H -0.2622 0.5777 4.1977  0.000
O 0.6052 -1.2909 -1.0665  0.000
N -0.2854 -2.1304 -1.5322  0.000
C -0.4258 -2.2029 -2.8740  0.000
C -1.3180 -3.0533 -3.4688  0.000
C -2.0910 -3.8726 -2.6398  0.000
C -1.9392 -3.7901 -1.2816  0.000
C -1.0373 -2.8901 -0.6624  0.000
S -0.8880 -2.6953 1.0133  0.000
H 0.2262 -1.5202 -3.3978  0.000
H -1.4206 -3.0512 -4.5441  0.000
H -2.8125 -4.5613 -3.0640  0.000
H -2.5287 -4.4031 -0.6139  0.000
S 4.6704 2.6319 -0.5653  0.102
C 5.0603 0.9338 -0.4020  0.017
C 6.2896 0.3130 -0.4389  0.015
C 6.3684 -1.0769 -0.2994  0.061
C 5.1896 -1.8076 -0.1359  0.004
C 3.9493 -1.1950 -0.0925  0.049
C 3.8528 0.2106 -0.2111  0.014
N 2.7163 0.9229 -0.1723  0.094
C 2.9457 2.2675 -0.3394  0.286
C 1.9456 3.2799 -0.2699  0.034
C 2.2890 4.6386 -0.4735  0.091
C 1.3296 5.6315 -0.3404  0.001
C 0.0258 5.2966 0.0001  0.105
C -0.2998 3.9397 0.1799  0.015
C 0.5947 2.8868 0.0413  0.074
H 7.1922 0.8989 -0.5787  -0.001
H 7.3292 -1.5765 -0.3285  0.006
H 5.2425 -2.8896 -0.0500  -0.002
H 3.0350 -1.7699 0.0083  0.003
H 3.3075 4.9191 -0.7308  0.011
H 1.6076 6.6710 -0.4952  -0.004
H -0.7256 6.0714 0.1265  0.009
H -1.3373 3.7164 0.4415  -0.002
S 2.7475 -0.0736 3.0332  0.003
C 3.0037 -1.3745 3.9977  0.001
N 3.1360 -2.6259 3.4203  0.001
C 3.4418 -3.7698 4.0719  0.000
C 3.5955 -3.7830 5.4184  0.000
C 3.4166 -2.5457 6.1026  0.001
C 3.1275 -1.4009 5.4360  0.000
H 3.0539 -2.6176 2.4090  0.001
H 3.5438 -4.6473 3.4492  0.000
H 3.8392 -4.6968 5.9371  0.000
H 3.5094 -2.5229 7.1824  0.000
H 2.9879 -0.4576 5.9431  0.000

Calculated values
⟨S²⟩ = 0.7783
orbital gap (spin up / spin down) = 2.863 / 5.568 eV
charge = -2
energy above the lowest of the compared OMol25 structures with the same formula, charge and spin = 0.0 kJ/mol
2S+1 = 2

Calculated energy (a.u.), listed in the same order as above: -1121.4640 -4601.6330 -3689.7291
Calculated molecular weight (g mol⁻¹), listed in the same order as above: 288.24 918.41 713.00